C6H10O | the ωB97M-V functional and the def2-TZVPD basis

ORCA input file:
```
! RIJCOSX wB97M-V def2-TZVPD def2/J DEFGRID3
* xyz 0 1
C 1.099 -0.843 0.726
C 0.185 0.267 0.545
O 0.532 1.343 1.184
C -1.322 -0.043 0.421
C -1.665 0.214 -1.019
C -0.595 0.371 -1.792
C 0.725 0.237 -1.091
H 2.160 -0.614 0.728
H 0.824 -1.874 0.501
H 1.148 -0.375 2.484
H 0.977 0.459 2.358
H -1.565 -1.075 0.712
H -1.847 0.628 1.108
H -2.689 0.263 -1.378
H -0.622 0.554 -2.863
H 1.378 1.110 -1.132
H 1.276 -0.623 -1.492
*
```

The HOMO energy comes out at -0.3355 hartree. For the LUMO energy, the calculation gives 0.005 Eh. The gap between HOMO and LUMO is 9.3 eV.

Results of the Mulliken charge analysis, in e, for atoms 1 through 8: number 1, C, carries -1.303; number 2, C, carries 1.518; number 3, O, carries -0.751; number 4, C, carries -1.016; number 5, C, carries -0.312; number 6, C, carries -0.358; number 7, C, carries -0.876; number 8, H, carries 0.458